[1]
The following is a DFT calculation (ωB97M-V/def2-TZVPD) of a cluster of 2 separate species, C6H18N2 in total.

```
26
Properties=species:S:1:pos:R:3:mulliken_charge:R:1
C 0.806 -0.557 0.436 1.855
C 1.515 -1.776 -0.175 -1.750
C 1.875 0.467 0.848 -1.783
C 0.045 -0.989 1.700 -1.772
H -1.472 1.340 0.399 0.200
H 0.827 -2.606 -0.369 0.409
H 2.023 -1.526 -1.112 0.350
H 0.721 -1.438 2.440 0.445
H -0.443 -0.133 2.181 0.358
H 2.523 0.740 0.007 0.416
H 1.426 1.381 1.250 0.383
H 2.539 0.061 1.623 0.421
H 2.281 -2.175 0.504 0.443
H -0.726 -1.733 1.477 0.367
C 0.318 0.956 -1.596 -1.075
C -2.645 1.733 0.314 -0.951
N -0.306 0.144 -0.548 0.165
N -1.108 -0.910 -1.121 -0.757
H -0.599 -1.427 -1.837 0.211
H -1.940 -0.521 -1.569 0.251
H -0.439 1.291 -2.313 0.327
H 0.758 1.860 -1.166 0.339
H 1.095 0.411 -2.140 0.374
H -3.242 0.997 0.854 0.237
H -2.932 2.728 0.657 0.353
H -2.900 1.683 -0.746 0.186
```

Computed properties:
**Energy relative to the best compared isomer or geometry (same formula, charge and spin)**: 31.2 kcal per mole
**SMILES**: CN(N)C(C)(C)C.C
**Spin multiplicity**: 1
**Charge**: 0
**E_LUMO**: 0.855 eV

---

[2]
The following is a DFT calculation (ωB97M-V/def2-TZVPD) of a cluster of 2 separate species, C6H18N2O in total.

```
27
Properties=species:S:1:pos:R:3:mulliken_charge:R:1
C 1.237 -0.136 -0.432 -0.701
N 0.337 0.885 0.070 -0.291
C 0.117 0.897 1.528 0.614
C 1.181 1.658 2.337 -1.259
C -1.258 1.559 1.778 -1.518
C 0.758 -0.724 -1.756 -0.799
N -0.603 -1.289 -1.629 -0.262
C -1.440 -0.874 -2.772 -0.883
H 1.393 -0.946 0.285 0.304
H 2.252 0.254 -0.599 0.321
H 0.659 1.803 -0.212 0.294
H 0.085 -0.147 1.847 0.217
H 1.893 2.137 1.666 0.305
H 0.713 2.404 2.980 0.373
H 1.751 1.012 2.993 0.296
H -2.029 1.200 1.091 0.366
H -1.588 1.409 2.792 0.387
H -1.139 2.603 1.470 0.371
H 1.503 -1.475 -2.027 0.285
H 0.853 -0.012 -2.548 0.432
H -0.997 -0.772 -0.853 0.281
H -0.982 -0.276 -3.554 0.283
H -2.310 -0.302 -2.458 0.300
H -1.892 -1.758 -3.224 0.301
H -0.457 -3.258 -0.260 0.391
H 0.130 -2.477 0.835 0.298
O -0.167 -3.377 0.652 -0.703
```

Computed properties:
**Energy relative to the best compared isomer or geometry (same formula, charge and spin)**: 19.9 kcal per mole
**SMILES**: CNCCNC(C)C.O
**Spin multiplicity**: 1
**Charge**: 0
**E_LUMO**: 0.908 eV

---

[3]
The following is a DFT calculation (ωB97M-V/def2-TZVPD) of a cluster of 3 separate species, C6H18N2O in total.

```
27
Properties=species:S:1:pos:R:3:mulliken_charge:R:1
C 1.993 -0.474 -0.378 1.428
C -1.613 -0.991 -1.706 -0.810
C 1.761 -0.191 1.071 -1.319
C 2.104 -1.916 -0.754 -1.366
C 2.012 0.512 -1.308 -1.479
O -0.607 -0.364 -0.955 -0.418
H -1.202 -1.655 -2.483 0.301
H -2.204 -1.608 -1.020 0.260
H -2.296 -0.262 -2.165 0.314
H 1.678 0.878 1.260 0.294
H 0.846 -0.675 1.413 0.237
H 2.595 -0.580 1.655 0.487
H 1.198 -2.451 -0.471 0.271
H 2.266 -2.042 -1.820 0.338
H 2.947 -2.369 -0.223 0.404
H 2.419 0.317 -2.290 0.333
H 2.129 1.540 -0.997 0.316
H 0.188 0.110 -1.509 0.384
C -1.693 1.515 1.920 -0.324
N -1.553 2.168 0.619 -0.645
N -2.494 0.313 1.845 -0.652
H -3.415 0.551 1.492 0.288
H -1.094 1.529 -0.027 0.263
H -0.983 3.003 0.694 0.248
H -2.070 -0.314 1.166 0.241
H -0.727 1.235 2.372 0.196
H -2.183 2.220 2.599 0.409
```

Computed properties:
**Energy relative to the best compared isomer or geometry (same formula, charge and spin)**: 35.7 kcal per mole
**SMILES**: C=C(C)C.NCN.CO
**Spin multiplicity**: 1
**Charge**: 0
**E_LUMO**: 0.807 eV

---

[4]
The following is a DFT calculation (ωB97M-V/def2-TZVPD) of a cluster of 2 separate species, C6H18N2O in total.

```
27
Properties=species:S:1:pos:R:3:mulliken_charge:R:1
C -0.927 -2.275 -0.492 0.255
C -1.852 -2.267 0.747 -1.326
C 0.530 -2.361 -0.033 -0.930
N 1.514 -1.472 -0.676 -0.305
C 1.381 -0.041 -0.370 -0.424
C 0.601 0.844 -1.414 -0.563
N -0.117 1.837 -0.609 -0.240
C 0.740 2.988 -0.237 -1.101
H -1.061 -1.307 -0.967 -0.077
H -1.202 -2.951 -1.296 0.379
H -2.852 -1.885 0.522 0.376
H -1.968 -3.198 1.299 0.317
H -1.445 -1.545 1.451 0.301
H 0.916 -3.378 -0.139 0.418
H 0.580 -2.132 1.051 0.333
H 1.741 -1.834 -1.607 0.239
H 2.498 0.329 -0.328 0.216
H 0.935 -0.035 0.601 0.183
H -0.094 0.253 -1.973 0.447
H 1.347 1.483 -2.060 0.256
H -1.014 2.246 -0.920 0.220
H 1.381 3.338 -1.066 0.291
H 1.317 2.500 0.586 0.395
H 0.236 3.870 0.132 0.366
H -1.551 1.869 3.050 0.305
H -0.551 2.475 1.987 0.357
O -1.080 2.648 2.759 -0.688
```

Computed properties:
**Energy relative to the best compared isomer or geometry (same formula, charge and spin)**: 40.0 kcal per mole
**SMILES**: CCCNCCNC.O
**Spin multiplicity**: 1
**Charge**: 0
**E_LUMO**: 0.916 eV

---

[5]
The following is a DFT calculation (ωB97M-V/def2-TZVPD) of a structure of composition C6H18N2O2.

```
28
Properties=species:S:1:pos:R:3:mulliken_charge:R:1
C 1.453 1.522 0.330 -0.151
C -1.121 -1.905 0.748 -0.155
C -1.964 -2.544 -0.336 -0.896
N 0.414 2.093 1.180 -0.482
N 2.096 0.471 1.094 -0.717
O 0.152 -1.831 0.559 -0.742
H 0.246 -0.891 -0.398 0.603
H 2.238 2.249 0.065 0.466
H -1.444 -2.124 1.770 0.429
H 0.038 2.952 0.795 0.196
H 0.799 2.287 2.096 0.255
H 1.476 -0.319 1.256 0.296
H 2.942 0.140 0.649 0.278
H -1.668 -3.595 -0.405 0.314
H -1.771 -2.077 -1.303 0.231
H -3.030 -2.494 -0.116 0.355
C 0.815 1.096 -1.017 0.219
C -2.039 -0.027 0.957 -1.470
C 1.853 0.666 -2.041 -1.568
O -0.135 0.022 -0.880 -0.546
H -1.020 0.047 -0.059 0.440
H 0.249 1.949 -1.409 0.349
H 1.368 0.391 -2.978 0.353
H -2.289 0.871 0.367 0.402
H -1.638 0.316 1.906 0.276
H -2.990 -0.537 1.090 0.493
H 2.410 -0.202 -1.680 0.371
H 2.560 1.474 -2.239 0.404
```

Computed properties:
**Energy relative to the best compared isomer or geometry (same formula, charge and spin)**: 66.4 kcal per mole
**Spin multiplicity**: 1
**Charge**: 0
**E_LUMO**: 0.903 eV

---

[6]
The following is a DFT calculation (ωB97M-V/def2-TZVPD) of a cluster of 2 separate species, C6H18N3 in total.

```
27
Properties=species:S:1:pos:R:3:mulliken_charge:R:1
C 1.153 0.109 1.810 1.032
C -0.052 0.018 2.762 -1.280
C 2.272 -0.903 2.077 -1.300
H 0.794 -0.003 0.801 -0.777
H 1.564 1.120 1.876 0.271
H -0.881 -0.520 2.300 0.302
H 3.033 -0.474 2.725 0.329
H 1.905 -1.805 2.558 0.360
H -0.382 0.982 3.075 0.301
H 0.197 -0.536 3.662 0.428
H 2.792 -1.135 1.148 0.352
C -0.075 -0.578 -2.186 -0.255
C -0.609 -1.913 -2.676 -1.552
C -1.064 1.300 -0.935 0.568
N -1.236 0.171 -1.604 -0.131
N 0.099 1.933 -0.857 -0.325
N -2.149 1.885 -0.397 -0.505
H 0.569 -0.758 -1.331 0.339
H 0.302 -0.009 -3.033 0.345
H -1.355 -1.766 -3.464 0.405
H -1.053 -2.527 -1.905 0.391
H -2.137 -0.056 -1.995 0.277
H 0.867 1.481 -1.327 0.268
H 0.282 2.550 -0.084 0.272
H -2.963 1.333 -0.166 0.243
H -2.057 2.599 0.310 0.251
H 0.185 -2.498 -3.142 0.392
```

Computed properties:
**Energy relative to the best compared isomer or geometry (same formula, charge and spin)**: 11.0 kcal per mole
**Spin multiplicity**: 1
**Charge**: +1
**E_LUMO**: -2.852 eV

---

[7]
The following is a DFT calculation (ωB97M-V/def2-TZVPD) of a cluster of 2 separate species, C6H18N3 in total.

```
27
Properties=species:S:1:pos:R:3:mulliken_charge:R:1
C -0.991 -2.670 0.293 -0.292
C -1.938 -2.106 -0.804 -1.067
C -0.975 -1.922 1.566 -0.894
H -0.085 -2.855 -0.368 0.269
H -1.164 -3.730 0.569 0.366
H -2.057 -1.036 -0.721 0.253
H -1.619 -2.257 -1.834 0.305
H -0.014 -2.093 2.091 0.275
H -1.686 -2.352 2.278 0.321
H -2.814 -2.737 -0.523 0.325
H -1.032 -0.853 1.375 0.151
C 0.351 1.644 -1.362 -0.273
C 0.368 0.459 -2.342 -1.266
C 1.336 1.959 0.898 0.774
N 1.357 1.463 -0.334 0.039
N 0.279 2.690 1.300 -0.348
N 2.288 1.669 1.765 -0.254
H 0.653 2.513 -1.961 0.369
H -0.670 1.928 -1.103 0.441
H 0.161 -0.436 -1.729 0.291
H 1.394 0.370 -2.691 0.452
H 1.983 0.697 -0.535 0.339
H -0.111 3.419 0.714 0.272
H -0.011 2.761 2.265 0.260
H 3.141 1.154 1.619 0.253
H 2.201 1.991 2.722 0.254
H -0.343 0.327 -3.148 0.387
```

Computed properties:
**Energy relative to the best compared isomer or geometry (same formula, charge and spin)**: 43.2 kcal per mole
**Spin multiplicity**: 2
**Charge**: +2
**E_LUMO (spin up / spin down)**: -8.638 / -14.318 eV
**Expectation value of S²**: 0.76

---

[8]
The following is a DFT calculation (ωB97M-V/def2-TZVPD) of a structure of composition C6H18N6O12.

```
42
Properties=species:S:1:pos:R:3:mulliken_charge:R:1
C -0.219 -1.126 0.184 -0.491
N -0.466 0.329 0.488 1.050
O -0.419 1.180 -0.329 -0.560
O -0.532 0.530 1.701 -0.581
H 0.254 -1.621 1.032 0.640
H 0.454 -1.177 -0.672 -0.243
H -1.171 -1.575 -0.099 -0.132
C -3.679 -0.804 0.065 -0.834
N -3.048 -1.841 0.921 0.866
O -3.774 -2.701 1.319 -0.576
O -1.875 -1.645 1.305 -0.439
H -3.963 -1.252 -0.887 0.332
H -2.989 -0.015 -0.234 0.280
H -4.636 -0.522 0.503 0.389
C 0.654 2.138 2.819 -0.636
N -0.105 2.309 4.082 0.879
O -0.430 3.512 4.276 -0.559
O -0.463 1.307 4.690 -0.543
H 1.588 1.631 3.062 0.239
H 0.995 3.087 2.405 0.370
H 0.034 1.609 2.095 0.119
C -1.263 1.917 -2.173 -1.339
N 0.030 2.592 -1.993 1.344
O 0.972 1.994 -2.400 -0.638
O 0.036 3.766 -1.577 -0.632
H -1.874 2.805 -2.008 0.403
H -1.553 1.192 -1.413 0.531
H -1.374 1.469 -3.161 0.303
C 0.892 -0.049 -2.314 -1.090
N 2.025 0.441 -1.418 1.150
O 1.706 0.720 -0.285 -0.449
O 3.129 0.613 -1.926 -0.723
H 1.055 -1.125 -2.378 0.534
H 0.862 0.431 -3.292 0.384
H 0.042 0.195 -1.676 0.533
C 3.094 -3.425 0.135 -0.902
N 2.317 -2.246 -0.320 0.931
O 2.441 -1.760 -1.417 -0.572
O 1.374 -1.907 0.361 -0.311
H 3.689 -3.718 -0.731 0.326
H 2.465 -4.286 0.365 0.321
H 3.728 -2.973 0.897 0.324
```

Computed properties:
**Energy relative to the best compared isomer or geometry (same formula, charge and spin)**: 338.8 kcal per mole
**Spin multiplicity**: 1
**Charge**: 0
**E_LUMO**: -1.124 eV

---

[9]
The following is a DFT calculation (ωB97M-V/def2-TZVPD) of a structure of composition C6H18NO.

```
26
Properties=species:S:1:pos:R:3:mulliken_charge:R:1
C 1.744 -0.404 1.191 -1.358
C 0.793 -0.879 0.044 -0.115
C -0.721 -0.684 0.351 0.596
C -1.568 -1.461 -0.652 -1.593
C -1.103 0.756 0.706 -0.346
C -2.534 0.943 1.181 -1.505
N 1.028 -0.300 -1.210 -0.206
H 1.538 -0.939 2.114 0.367
H 2.780 -0.591 0.908 0.415
H 1.625 0.661 1.376 0.414
H 0.909 -1.983 -0.022 0.540
H -0.831 -1.223 1.304 0.240
H -1.484 -1.044 -1.657 0.378
H -1.337 -2.525 -0.683 0.400
H -2.605 -1.369 -0.362 0.395
H -0.463 1.098 1.524 0.277
H -0.892 1.466 -0.097 0.342
H -2.764 2.009 1.173 0.393
H -3.245 0.455 0.515 0.346
H -2.796 0.641 2.193 0.363
H 1.987 2.384 -1.350 0.325
H 3.947 -1.143 -3.479 0.069
H 1.958 -0.608 -1.547 0.318
H 3.237 -1.238 -3.664 -0.047
H 1.174 0.886 -1.005 0.476
O 1.295 1.974 -0.800 -0.483
```

Computed properties:
**Energy relative to the best compared isomer or geometry (same formula, charge and spin)**: 170.9 kcal per mole
**Spin multiplicity**: 1
**Charge**: +1
**E_LUMO**: -9.369 eV

---

[10]
The following is a DFT calculation (ωB97M-V/def2-TZVPD) of a cluster of 2 separate species, C6H18NO in total.

```
26
Properties=species:S:1:pos:R:3:mulliken_charge:R:1
C -1.312 1.952 -0.590 -1.328
C -0.109 1.413 0.167 -0.215
C 0.690 0.343 -0.699 0.039
C 2.053 0.108 -0.050 -1.496
C -0.092 -0.918 -0.970 -0.295
C -0.055 -1.368 -2.343 -1.108
N -0.478 0.825 1.513 -0.079
H -2.024 2.515 0.003 0.441
H -1.922 1.145 -1.019 0.364
H -0.894 2.535 -1.409 0.408
H 0.626 2.184 0.400 0.384
H 0.849 0.819 -1.670 0.635
H 2.833 0.856 -0.111 0.433
H 2.473 -0.817 -0.414 0.423
H 1.999 -0.147 1.006 0.378
H -1.184 -0.962 -0.664 0.434
H 0.143 -1.783 -0.279 0.478
H 0.971 -1.229 -2.763 0.381
H -0.621 -0.959 -3.237 0.404
H -0.293 -2.431 -2.582 0.415
H -1.492 0.709 1.621 0.409
H -0.186 1.386 2.343 0.394
H -0.118 -0.144 1.588 0.121
H 0.226 -1.907 2.881 0.311
H -1.073 -2.593 2.381 0.294
O -0.428 -1.896 2.171 -0.621
```

Computed properties:
**Energy relative to the best compared isomer or geometry (same formula, charge and spin)**: 0.0 kcal per mole
**Spin multiplicity**: 2
**Charge**: +2
**E_LUMO (spin up / spin down)**: -6.575 / -13.967 eV
**Expectation value of S²**: 0.75

---

[11]
The following is a DFT calculation (ωB97M-V/def2-TZVPD) of the ion C6H18NSi2 with charge +1.

```
27
Properties=species:S:1:pos:R:3:mulliken_charge:R:1
C -1.385 -0.766 0.044 0.748
C -0.259 0.143 -0.180 -0.020
C -1.145 -2.169 0.494 -1.272
C -0.372 1.952 -0.101 -1.469
C 2.148 0.209 1.801 -1.272
C 2.548 0.493 -1.568 -1.024
N -0.930 -0.467 -1.353 -0.288
Si -3.039 0.286 0.541 0.445
Si 1.715 -0.319 0.008 0.262
H -1.461 -2.184 1.449 0.443
H -0.139 -2.369 0.277 0.306
H -1.765 -2.994 0.038 0.333
H 0.563 2.317 0.265 0.393
H -1.128 2.163 0.566 0.490
H -0.600 2.229 -1.105 0.433
H 1.865 1.154 2.138 0.443
H 1.641 -0.422 2.506 0.334
H 3.138 0.274 1.846 0.459
H 2.070 1.377 -1.970 0.366
H 3.614 0.882 -1.200 0.293
H 2.639 -0.247 -2.342 0.328
H -0.411 -1.180 -1.888 0.303
H -1.477 0.006 -2.071 0.283
H -3.488 0.843 -0.780 -0.062
H -2.606 1.384 1.541 -0.024
H -3.822 -0.765 1.088 -0.117
H 2.088 -1.832 -0.044 -0.113
```

Computed properties:
**Energy relative to the best compared isomer or geometry (same formula, charge and spin)**: 43.0 kcal per mole
**SMILES**: C[SiH](C)[C@@]1(C)[NH2+][C@]1(C)[SiH3]
**Spin multiplicity**: 1
**Charge**: +1
**E_LUMO**: -2.869 eV

---

[12]
The following is a DFT calculation (ωB97M-V/def2-TZVPD) of a structure of composition C6H18NbO3.

```
28
Properties=species:S:1:pos:R:3:mulliken_charge:R:1
C 0.504 -2.710 1.544 -1.121
C -0.612 -1.733 1.708 -0.092
O -1.851 -2.279 1.283 -0.425
C -2.477 -1.565 0.242 -0.493
C -1.643 -1.380 -0.999 -0.175
O -1.208 -0.051 -1.149 -0.722
Nb 0.594 0.485 -1.868 -0.108
O 0.461 2.311 -0.983 -0.792
C 1.499 2.695 -0.115 -0.004
C 1.120 3.873 0.741 -1.221
H 0.293 -3.597 2.125 0.346
H 1.434 -2.283 1.887 0.333
H 0.612 -3.000 0.512 0.240
H -0.715 -1.478 2.757 0.328
H -0.407 -0.819 1.165 0.206
H -2.754 -0.571 0.584 0.283
H -3.380 -2.113 0.028 0.340
H -2.239 -1.657 -1.860 0.316
H -0.809 -2.068 -0.953 0.112
H 1.637 -0.285 -0.530 0.039
H 0.655 -1.120 -2.727 0.023
H -0.078 1.114 -3.474 0.045
H 2.160 0.952 -2.672 0.034
H 1.757 1.876 0.545 0.230
H 2.392 2.916 -0.690 0.311
H 1.737 3.903 1.629 0.369
H 1.228 4.815 0.222 0.267
H 0.090 3.767 1.047 0.327
```

Computed properties:
**Spin multiplicity**: 1
**Charge**: -1
**E_LUMO**: 3.477 eV

---

- Look up the spin multiplicity of the third one.
  1